Computed, not measured: a molecular structure, C36H36N3OP2RuS3, with ωB97M-V/def2-TZVPD.

Calculated values
Molar mass: 785.92 g/mol
Charge: 0
<S²>: 0.76
ΔE to the lowest compared entry with this formula, charge and spin: 0.000 eV
Frontier orbital gap (alpha / beta): 7.63 / 6.91 eV
2S+1: 2

Last column: Löwdin charge in e.
Cartesian coordinates (Å):
1 Ru -1.4687 0.1057 0.1969  0.664
2 S -2.2012 1.9007 -1.2846  0.302
3 P -0.1784 1.9418 -1.3391  0.422
4 C 0.3438 0.4166 -0.8180  -0.674
5 P 0.2153 -1.0268 -1.7141  0.443
6 S -1.7198 -1.5911 -1.6045  0.304
7 C 1.2662 -2.2776 -0.9136  -0.352
8 C 0.9227 -3.6239 -0.9608  -0.091
9 C 1.7286 -4.5713 -0.3473  -0.080
10 C 2.8823 -4.1773 0.3183  -0.090
11 C 3.2300 -2.8342 0.3654  -0.083
12 C 2.4230 -1.8871 -0.2493  -0.109
13 C 0.7994 -0.9792 -3.4334  -0.323
14 C -0.0818 -0.5205 -4.4111  -0.102
15 C 0.3484 -0.3657 -5.7186  -0.077
16 C 1.6617 -0.6644 -6.0572  -0.087
17 C 2.5426 -1.1240 -5.0887  -0.084
18 C 2.1130 -1.2837 -3.7783  -0.077
19 C 0.4119 2.5373 -2.9498  -0.332
20 C 1.7643 2.4093 -3.2590  -0.084
21 C 2.2404 2.8433 -4.4847  -0.081
22 C 1.3684 3.4113 -5.4053  -0.088
23 C 0.0215 3.5416 -5.0995  -0.082
24 C -0.4581 3.1010 -3.8733  -0.101
25 C 0.4429 3.1758 -0.1580  -0.357
26 C -0.2479 4.3626 0.0601  -0.102
27 C 0.2510 5.3042 0.9469  -0.080
28 C 1.4405 5.0633 1.6213  -0.088
29 C 2.1304 3.8780 1.4092  -0.084
30 C 1.6321 2.9351 0.5213  -0.103
31 H 0.0070 -3.9220 -1.4568  0.086
32 H 1.4530 -5.6176 -0.3820  0.101
33 H 3.5081 -4.9169 0.8018  0.099
34 H 4.1286 -2.5237 0.8843  0.101
35 H 2.6719 -0.8332 -0.2049  0.095
36 H -1.1054 -0.2910 -4.1365  0.087
37 H -0.3389 -0.0045 -6.4727  0.106
38 H 1.9978 -0.5413 -7.0793  0.102
39 H 3.5641 -1.3664 -5.3538  0.101
40 H 2.8004 -1.6538 -3.0273  0.100
41 H 2.4396 1.9567 -2.5412  0.109
42 H 3.2893 2.7302 -4.7275  0.104
43 H 1.7404 3.7478 -6.3649  0.101
44 H -0.6583 3.9810 -5.8184  0.102
45 H -1.5131 3.1768 -3.6374  0.073
46 H -1.1921 4.5313 -0.4431  0.090
47 H -0.2954 6.2221 1.1218  0.103
48 H 1.8260 5.7975 2.3175  0.100
49 H 3.0548 3.6852 1.9395  0.101
50 H 2.1462 1.9941 0.3622  0.088
51 S -1.6562 1.5626 2.1231  0.645
52 C -3.1766 0.7597 2.2309  -0.745
53 C -4.1690 0.8924 3.2136  -0.089
54 C -5.3254 0.1584 3.0839  -0.078
55 C -5.4980 -0.7011 1.9938  -0.081
56 C -4.4809 -0.7909 1.0707  -0.143
57 N -3.3562 -0.0820 1.1921  -0.123
58 H -4.0125 1.5730 4.0389  0.103
59 H -6.1092 0.2513 3.8256  0.106
60 H -6.4014 -1.2802 1.8688  0.099
61 H -4.5418 -1.4362 0.2021  0.112
62 C -2.4784 -3.0179 2.7659  -0.021
63 N -1.2778 -2.4584 3.3585  -0.065
64 C -1.1269 -2.6478 4.7895  -0.158
65 C 0.3099 -2.4125 5.2018  -0.150
66 C 0.7547 -1.0676 4.6688  -0.151
67 N 0.5330 -0.9914 3.2345  -0.066
68 C 1.3673 -0.0457 2.5148  -0.065
69 C -0.5026 -1.6091 2.6317  -0.453
70 O -0.7466 -1.4654 1.4132  -0.167
71 H -2.5187 -4.0902 2.9679  0.093
72 H -2.4628 -2.8580 1.6930  0.080
73 H -3.3715 -2.5471 3.1891  0.089
74 H -1.4365 -3.6680 5.0251  0.123
75 H -1.7987 -1.9710 5.3328  0.131
76 H 0.9447 -3.1983 4.7866  0.124
77 H 0.4006 -2.4387 6.2876  0.118
78 H 1.8202 -0.9144 4.8445  0.123
79 H 0.2206 -0.2531 5.1733  0.133
80 H 2.4166 -0.3091 2.6707  0.094
81 H 1.1920 0.9685 2.8825  0.074
82 H 1.1396 -0.0652 1.4520  0.027

Force components x, y, z for each atom (eV/Å):
-0.5 -0.2 0.0
0.0 -0.1 0.1
0.0 0.0 0.0
0.2 0.0 -0.1
0.1 0.1 0.0
0.0 0.1 0.1
0.0 0.0 -0.1
0.0 0.0 0.0
0.0 0.0 0.0
0.0 0.0 0.0
0.0 0.0 0.0
0.0 0.0 0.0
0.0 0.0 0.0
0.0 0.0 0.0
0.0 0.0 0.0
0.0 0.0 0.0
0.0 0.0 0.0
0.0 0.0 0.0
0.0 0.0 0.0
0.0 0.0 0.0
0.0 0.0 0.0
0.0 0.0 0.0
0.0 0.0 0.0
0.0 0.0 0.0
0.0 0.0 0.0
0.0 0.0 0.0
0.0 0.0 0.0
0.0 0.0 0.0
0.0 0.0 0.0
0.0 0.0 0.0
0.0 0.0 0.0
0.0 0.0 0.0
0.0 0.0 0.0
0.0 0.0 0.0
0.0 0.0 0.0
0.0 0.0 0.0
0.0 0.0 0.0
0.0 0.0 0.0
0.0 0.0 0.0
0.0 0.0 0.0
0.0 0.0 0.0
0.0 0.0 0.0
0.0 0.0 0.0
0.0 0.0 0.0
0.0 0.0 0.0
0.0 0.0 0.0
0.0 0.0 0.0
0.0 0.0 0.0
0.0 0.0 0.0
0.0 0.0 0.0
0.2 0.1 0.0
-0.1 -0.1 0.0
0.0 0.0 0.0
0.0 0.0 0.0
0.0 0.0 0.0
0.0 0.0 0.0
0.0 0.0 0.0
0.0 0.0 0.0
0.0 0.0 0.0
0.0 0.0 0.0
0.0 0.0 0.0
0.0 0.0 0.0
0.0 0.0 0.0
0.0 0.0 0.0
0.0 0.0 0.0
0.0 0.0 0.0
0.1 -0.1 0.0
0.0 0.0 0.0
-0.2 0.1 0.1
0.2 -0.1 -0.1
0.0 0.0 0.0
0.0 0.0 0.0
0.0 0.0 0.0
0.0 0.0 0.0
0.0 0.0 0.0
0.0 0.0 0.0
0.0 0.0 0.0
0.0 0.0 0.0
0.0 0.0 0.0
0.0 0.0 0.0
0.0 0.0 0.0
0.0 0.0 0.0

***

Computed, not measured: a molecular structure, C36H36N4NiO5PS3, with ωB97M-V/def2-TZVPD.

Calculated values
Molar mass: 790.58 g/mol
Charge: -1
<S²>: 2.01
ΔE to the lowest compared entry with this formula, charge and spin: 0.574 eV
Frontier orbital gap (alpha / beta): 7.44 / 7.51 eV
2S+1: 3

Last column: Löwdin charge in e.
Cartesian coordinates (Å):
1 Ni -0.0500 -0.1286 0.2273  0.392
2 O -4.4210 -2.2544 -2.0892  0.034
3 C -4.7515 -0.9641 -1.9051  -0.273
4 C -6.0854 -0.6087 -2.1216  -0.030
5 C -6.5006 0.6977 -1.9515  -0.106
6 C -5.5955 1.6807 -1.5595  -0.107
7 C -4.2764 1.3260 -1.3403  -0.028
8 C -3.8280 0.0176 -1.5067  -0.069
9 C -2.3932 -0.2813 -1.2367  -0.472
10 O -1.6419 0.6565 -0.8328  -0.152
11 N -2.0167 -1.5338 -1.4317  0.013
12 N -0.6427 -1.6732 -1.2013  -0.089
13 C -0.1564 -2.7789 -1.5788  -0.860
14 S 1.5728 -3.1004 -1.4611  0.967
15 C 1.4904 -4.6079 -2.4414  -0.546
16 C 0.1766 -5.3006 -2.1366  -0.544
17 S -1.1335 -4.0653 -2.2953  0.936
18 H -3.4521 -2.3271 -1.8771  0.039
19 H -6.7729 -1.3881 -2.4234  0.108
20 H -7.5402 0.9519 -2.1234  0.093
21 H -5.9196 2.7043 -1.4250  0.089
22 H -3.5449 2.0615 -1.0291  0.104
23 H 2.3472 -5.2234 -2.1647  0.073
24 H 1.5539 -4.3622 -3.5027  0.071
25 H 0.1846 -5.6973 -1.1206  0.075
26 H -0.0323 -6.1112 -2.8356  0.070
27 O 3.9844 0.4722 -0.6124  0.011
28 C 2.7876 0.6381 -0.4271  -0.712
29 O 1.8871 -0.2761 -0.4171  -0.173
30 C 2.2720 2.0793 -0.2152  -0.230
31 P 0.7739 1.9939 0.8080  1.056
32 C -0.1479 3.5369 0.5610  -0.348
33 C -1.4923 3.5799 0.9332  -0.092
34 C -2.2260 4.7432 0.7580  -0.081
35 C -1.6323 5.8687 0.1989  -0.098
36 C -0.3006 5.8297 -0.1846  -0.092
37 C 0.4385 4.6669 -0.0013  -0.092
38 C 1.3699 2.0795 2.5292  -0.319
39 C 1.8652 0.8999 3.0834  -0.075
40 C 2.3478 0.8876 4.3827  -0.082
41 C 2.3168 2.0451 5.1499  -0.099
42 C 1.8126 3.2193 4.6088  -0.093
43 C 1.3473 3.2373 3.2998  -0.079
44 H 1.9935 2.4579 -1.2025  0.097
45 H 3.0621 2.7071 0.1951  0.091
46 H -1.9635 2.6967 1.3481  0.056
47 H -3.2695 4.7641 1.0464  0.102
48 H -2.2108 6.7730 0.0556  0.096
49 H 0.1669 6.7005 -0.6268  0.097
50 H 1.4795 4.6423 -0.2985  0.097
51 H 1.8730 -0.0131 2.4979  0.096
52 H 2.7360 -0.0336 4.7977  0.105
53 H 2.6803 2.0301 6.1702  0.098
54 H 1.7808 4.1242 5.2030  0.096
55 H 0.9500 4.1565 2.8854  0.099
56 C -4.2199 0.4337 4.4974  -0.089
57 C -2.7641 0.7892 4.7446  -0.275
58 N -1.8760 -0.3573 4.6388  -0.139
59 C -1.6057 -1.0664 5.8849  -0.223
60 C -0.3408 -0.5848 6.5738  -0.076
61 C -1.3050 -0.7339 3.4693  -0.678
62 S -1.7909 0.0772 2.0439  0.800
63 N -0.4468 -1.7602 3.6132  0.098
64 C 0.3190 -2.2276 2.6216  -0.440
65 O 0.5218 -1.7836 1.4782  -0.074
66 C 1.0916 -3.4736 2.9926  -0.124
67 C 2.1506 -3.8789 2.1901  -0.026
68 C 2.8714 -5.0210 2.5104  -0.085
69 C 2.5330 -5.7719 3.6286  -0.107
70 C 1.4747 -5.3689 4.4336  -0.096
71 C 0.7632 -4.2203 4.1198  -0.034
72 H -4.8503 1.3189 4.6026  0.071
73 H -4.5683 -0.3150 5.2126  0.068
74 H -4.3452 0.0382 3.4891  0.054
75 H -2.6370 1.1887 5.7554  0.113
76 H -2.4318 1.5541 4.0460  0.076
77 H -1.5397 -2.1310 5.6767  0.100
78 H -2.4760 -0.9074 6.5274  0.111
79 H 0.5273 -0.8366 5.9665  0.054
80 H -0.2344 -1.0572 7.5529  0.069
81 H -0.3585 0.4979 6.7164  0.070
82 H 2.3946 -3.2861 1.3195  0.083
83 H 3.7026 -5.3235 1.8852  0.097
84 H 3.0927 -6.6659 3.8755  0.092
85 H 1.2037 -5.9494 5.3071  0.094
86 H -0.0582 -3.8874 4.7385  0.095

Force components x, y, z for each atom (eV/Å):
-0.1 -0.5 0.1
0.0 0.1 0.0
-0.1 -0.1 0.0
0.0 0.0 0.0
0.0 0.0 0.0
0.0 -0.1 0.0
0.0 0.1 0.0
0.0 0.0 0.0
-0.1 -0.1 0.0
0.2 0.2 -0.2
0.4 0.2 0.0
-0.7 0.1 0.3
0.3 -0.1 0.0
0.0 0.1 0.2
0.0 -0.2 -0.1
0.1 -0.1 0.0
0.0 0.0 0.0
0.1 0.0 0.0
0.0 0.0 0.0
0.0 0.0 0.0
0.0 0.0 0.0
0.0 0.0 0.0
0.0 0.0 0.0
0.0 0.0 0.0
0.0 0.0 0.0
0.0 0.0 0.0
0.1 0.1 0.0
-0.2 -0.3 0.0
0.1 0.2 -0.1
0.1 0.1 0.1
-0.1 -0.1 0.3
0.1 0.1 0.0
0.0 0.0 0.0
0.0 0.0 0.0
0.0 0.0 0.0
0.0 -0.1 0.0
0.0 0.1 0.0
0.0 0.1 -0.1
0.1 0.0 0.0
0.0 0.0 0.0
0.0 0.0 0.0
0.0 0.0 0.0
0.0 0.0 0.1
-0.1 0.0 0.0
0.0 0.0 0.0
0.0 0.0 0.0
0.0 0.0 0.0
0.0 0.0 0.0
0.0 0.0 0.0
0.0 0.0 0.0
0.0 0.0 0.0
0.0 0.0 0.0
0.0 0.0 0.0
0.0 0.0 0.0
0.0 0.0 0.0
-0.1 0.0 0.0
0.1 0.0 0.1
-0.1 0.1 0.1
-0.1 0.0 -0.1
0.1 0.0 0.1
0.2 -0.2 0.1
0.0 -0.2 -0.2
0.0 0.1 -0.2
0.0 -0.1 0.0
0.2 0.2 0.0
-0.1 0.0 0.1
0.0 0.0 0.0
0.0 0.0 0.0
0.0 0.0 0.0
0.0 0.0 0.0
0.0 0.0 0.0
0.0 0.0 0.0
0.0 0.0 0.0
0.0 0.0 0.0
0.0 0.0 0.0
0.0 0.0 0.0
0.0 0.0 0.0
0.0 0.0 0.0
0.0 0.0 0.0
0.0 0.0 0.0
0.0 0.0 0.0
0.0 0.0 0.0
0.0 0.0 0.0
0.0 0.0 0.0
0.0 0.0 0.0
0.0 0.0 0.0